(1)
ORCA calculation (ωB97M-V/def2-TZVPD) on 2 unconnected molecules or ions with the total composition C13H28BClN2O7 in a non-equilibrium geometry.

Results
Expectation value of S²: 0.75
Charge: -1
LUMO (spin up / spin down): 0.075 / 0.075 Eh
HOMO level (spin up / spin down): -0.216 / -0.216 hartree
E_tot: -1633.154614 hartree
Largest force on an atom: 2.88 eV/A
Spin multiplicity: 2

The geometry in XYZ format:
```
52
Properties=species:S:1:pos:R:3:forces:R:3:lowdin_charge:R:1
H -3.133 -1.771 -1.699 0.6 0.2 -0.2 0.08
O -3.336 -0.952 4.238 0.0 0.1 -0.1 -0.38
H -0.572 -2.703 2.825 -0.1 0.8 -0.4 0.09
H 0.383 -4.407 0.392 0.2 0.5 0.5 0.08
H -0.789 -0.935 2.363 0.1 -0.7 0.1 0.06
C -0.131 -1.821 2.322 0.6 0.3 -0.6 -0.01
C 0.940 -3.665 0.997 0.6 0.3 0.0 -0.03
H -3.088 -0.837 0.578 0.8 0.3 0.1 0.08
N -0.807 -2.335 -0.098 -0.1 1.5 2.2 -0.13
H -0.584 0.849 -1.441 0.2 -0.6 0.1 0.12
H -1.749 0.369 0.973 -0.5 -0.5 -0.2 0.04
C 0.324 -2.200 0.847 1.8 -1.6 1.2 -0.42
H 4.114 2.388 -3.732 -0.6 -0.1 -0.3 0.07
H 2.003 -3.680 0.653 -0.7 0.0 0.1 0.07
C 3.154 2.118 -4.223 -0.3 0.4 0.4 -0.08
C -0.564 3.085 1.361 -0.9 0.3 0.1 -0.13
H 2.799 2.966 -4.854 0.3 -0.4 0.4 0.07
C -2.247 -0.231 0.193 0.1 0.1 -0.8 -0.02
C -1.254 -1.065 -0.701 -1.9 1.2 -1.7 -0.44
O -4.791 0.901 4.442 0.1 0.0 -0.1 -0.38
H 1.918 2.573 -2.416 -0.1 -0.3 -0.5 0.12
H -2.100 -0.659 -2.733 -0.2 -0.3 0.6 0.08
C 1.505 -1.302 0.349 -0.4 0.9 0.2 -0.06
C -0.115 -0.140 -1.234 -0.1 -0.2 0.4 -0.08
H 0.818 -1.573 2.858 -0.7 -0.2 -0.2 0.09
C 1.089 0.093 -0.256 0.4 -0.2 -1.2 -0.26
H 3.614 2.038 -0.679 0.5 0.1 -0.2 0.09
N 0.288 2.448 0.322 0.3 0.2 0.9 -0.09
O 3.534 1.100 -0.484 -1.6 -0.4 -0.3 0.12
B 2.355 0.594 -1.133 0.8 -0.1 -0.1 -0.50
Cl -3.872 0.211 3.564 -0.3 -0.2 0.2 0.63
H 1.815 1.382 1.352 -0.6 -0.3 -0.3 0.13
H -2.716 0.506 -0.507 0.4 -0.4 0.5 0.10
H 0.973 -3.968 2.065 -0.2 0.0 -0.8 0.07
H 3.350 1.260 -4.898 -0.3 0.3 0.5 0.08
H -1.632 2.879 1.127 0.6 0.1 0.3 0.08
H -0.435 4.191 1.395 0.0 -0.7 -0.3 0.08
C 2.043 1.767 -3.170 0.9 -0.2 -1.6 -0.24
O 2.409 0.531 -2.552 -0.5 0.5 1.4 0.01
H 2.137 -1.088 1.244 -0.2 -0.4 -0.7 0.13
C -2.104 -1.475 -1.977 0.9 -0.4 0.1 -0.04
H -1.568 -2.334 -2.446 -0.6 0.4 0.2 0.08
O -2.784 1.102 3.205 0.1 0.0 0.0 -0.41
H 1.110 1.628 -3.766 0.3 0.1 0.8 0.13
H 2.113 -1.865 -0.391 -0.4 0.3 0.4 0.12
H 1.072 3.088 0.211 0.0 -0.2 -0.2 0.09
C 0.838 1.178 0.842 0.4 -0.7 0.5 -0.18
H 0.193 -0.541 -2.227 0.3 0.2 0.8 0.12
H -0.379 2.712 2.391 0.0 0.1 -0.6 0.08
O -4.570 -0.204 2.366 0.0 0.1 0.1 -0.39
O -1.755 -2.976 0.500 0.0 -0.5 -1.2 0.00
H 0.182 0.769 1.641 0.2 0.4 -0.7 0.10
```
Forces are in eV/Å.

---

(2)
ORCA calculation (ωB97M-V/def2-TZVPD) on C20H26O4 in the gas phase in a non-equilibrium geometry.

Results
Relative energy (zero: lowest compared OMol25 entry of this formula, charge and spin): 83.8 kJ/mol
LUMO: 0.009 Eh
HOMO level: -0.323 hartree
E_tot: -1078.601793 hartree
Largest force on an atom: 3.87 eV/A
SMILES string: C=C1CC[C@H](C)[C@@](C)(CCC2=CCOC2=O)C/C=C\C=C/1C(=O)O

The geometry in XYZ format:
```
50
Properties=species:S:1:pos:R:3:forces:R:3:lowdin_charge:R:1
C -1.684 -4.793 1.653 -0.3 -1.2 -3.7 -0.45
H -1.370 1.230 -4.317 0.0 -0.4 -0.1 0.12
C -1.085 -3.340 3.247 0.4 0.1 -0.7 0.04
H -2.967 0.881 -2.299 0.5 -0.1 0.0 0.11
H 1.278 3.241 0.984 -0.1 -0.2 0.1 0.10
H -0.475 1.524 0.674 -0.9 0.2 -0.3 0.11
H 0.433 -3.132 0.454 -0.1 -0.2 -0.2 0.13
C -0.723 3.631 -1.147 1.3 -1.2 -0.3 0.09
H 2.607 -0.705 1.342 -0.1 0.0 0.2 0.09
C 0.705 2.803 -4.271 0.8 1.1 0.5 -0.44
C -0.129 -1.272 1.321 -0.4 1.2 -0.4 -0.17
C 0.200 2.842 -1.750 -0.5 1.7 0.9 -0.26
O -2.045 -5.397 2.792 -0.4 -0.2 1.1 0.06
H -2.073 -0.572 -0.659 0.0 -0.1 0.2 0.10
C 0.502 1.196 0.953 1.0 0.7 0.1 -0.30
H -0.738 -2.441 3.770 -0.2 -0.6 0.0 0.13
H 1.623 1.043 2.794 -0.7 0.0 0.1 0.09
H -0.916 -5.052 4.535 -0.1 -0.3 -0.3 0.13
C 0.147 -0.416 -1.082 -1.0 1.1 0.2 -0.11
C -0.078 2.316 -3.115 -1.7 -1.9 -0.2 -0.13
H 0.445 2.384 2.806 0.1 -0.8 -0.4 0.09
C -0.476 -2.652 0.833 0.4 -0.4 -0.6 -0.13
C -1.347 -0.078 -1.290 0.1 1.7 -1.5 -0.04
C -1.083 1.405 -3.288 1.0 1.8 -0.1 -0.01
C -1.669 -4.566 3.905 0.8 0.9 -0.2 -0.13
H 2.154 3.510 -1.251 -0.1 0.0 0.2 0.12
C 1.502 2.307 0.464 0.1 -0.7 -1.2 -0.15
H 1.055 2.764 -6.111 0.5 0.4 -0.5 0.11
H 2.065 1.841 -1.572 0.3 -0.6 -0.3 0.09
C 1.532 2.625 -1.069 0.3 -0.1 0.4 -0.15
C 0.595 1.328 2.479 0.5 0.0 0.2 -0.08
H 2.530 2.011 0.774 -0.6 0.3 -0.2 0.12
O 1.555 3.646 -4.040 -0.3 -0.7 -1.1 0.10
O -1.878 -5.240 0.516 0.1 0.3 2.6 0.10
H -2.464 -4.273 4.587 -0.6 -0.4 -0.4 0.13
H 2.252 -1.678 -0.037 0.1 -1.2 -0.5 0.06
H 0.783 0.163 -1.752 -0.2 0.2 0.0 0.10
H 2.780 -0.044 -0.257 -0.1 0.1 -0.2 0.08
H -0.155 0.722 2.977 0.1 -0.1 0.3 0.06
O 0.446 2.314 -5.533 -0.5 -0.1 1.9 0.10
H -1.170 -2.554 -0.012 0.1 -0.5 0.2 0.12
H -0.562 4.000 -0.128 -0.1 0.0 -0.5 0.08
H 0.295 -1.427 -1.419 0.1 -0.7 0.1 0.11
H 0.440 -1.388 2.225 0.2 0.3 0.6 0.10
H -1.124 -0.851 1.548 0.5 0.4 0.3 0.13
C -1.873 0.790 -2.227 0.6 -2.1 1.5 -0.08
H -1.636 3.854 -1.656 -0.5 0.2 -0.1 0.07
C -1.037 -3.535 1.915 0.4 1.7 1.3 -0.14
C 0.674 -0.264 0.384 -0.1 -0.7 0.1 -0.39
C 2.158 -0.700 0.350 -0.4 1.2 0.7 -0.03
```
Forces are in eV/Å.

---

(3)
ORCA calculation (ωB97M-V/def2-TZVPD) on C19H16Cl2N4 in the gas phase in a non-equilibrium geometry.

Results
Relative energy (zero: lowest compared OMol25 entry of this formula, charge and spin): 155.4 kJ/mol
LUMO: 0.016 Eh
HOMO level: -0.295 hartree
E_tot: -1872.957147 hartree
Largest force on an atom: 5.10 eV/A
SMILES string: Nc1ccc(-c2ccc3c(c2)CNC[C@@H]3c2ccc(Cl)c(Cl)c2)nn1

The geometry in XYZ format:
```
41
Properties=species:S:1:pos:R:3:forces:R:3:lowdin_charge:R:1
H -0.008 -1.504 -2.572 0.1 -1.1 -1.0 0.09
C -2.404 0.138 2.118 -1.5 1.8 -1.2 -0.01
H -2.907 -1.145 3.819 -0.8 0.8 -1.2 0.14
H 5.610 -2.560 -0.795 0.5 -0.4 0.0 0.11
H 5.642 -4.004 -4.059 -0.5 1.3 1.0 0.14
C 3.661 -1.796 -0.865 -1.6 0.7 0.5 0.02
N 5.662 -3.318 -3.271 2.9 -2.6 -2.7 0.12
C 4.734 -2.424 -1.396 -0.8 1.0 2.2 -0.03
Cl -5.808 -1.129 3.703 0.2 0.3 0.1 0.64
N 2.444 -1.997 -2.906 0.3 -0.2 -1.2 0.07
C 0.745 2.041 1.142 1.3 1.4 -0.8 -0.21
C 0.156 -0.788 -1.825 1.3 -1.0 0.1 -0.01
H 2.604 0.276 0.403 -2.4 0.6 -1.2 0.15
N 3.475 -2.593 -3.432 1.5 -1.3 0.0 0.08
H 3.554 -1.482 0.187 0.5 -0.2 -0.7 0.12
C -5.111 0.760 1.914 -0.9 0.0 1.9 -0.68
C 2.526 -1.549 -1.694 1.8 -0.3 1.2 -0.29
H -2.522 1.974 -0.866 -0.5 -0.2 0.1 0.15
C -4.628 -0.170 2.816 -1.6 -1.3 1.6 -0.66
H -1.418 -0.172 2.180 2.0 -0.4 0.0 0.09
H -2.299 3.513 1.081 0.6 -0.1 -0.2 0.14
C -3.295 -0.449 3.018 0.6 -0.1 -0.4 -0.09
C 0.489 1.036 0.050 1.2 0.6 2.1 -0.19
H 6.449 -3.479 -2.665 0.0 0.0 -0.1 0.10
C -0.760 0.876 -0.500 -1.1 0.6 1.6 -0.14
H 1.498 2.799 0.722 -0.9 -0.8 0.4 0.14
H -4.611 1.935 0.336 -0.1 0.9 -0.4 0.11
C -1.935 1.725 0.017 -0.2 -1.3 -0.1 -0.22
H -1.089 3.653 -0.149 0.7 0.9 -1.1 0.11
C -0.967 -0.146 -1.381 0.5 0.7 -0.3 -0.02
C -2.819 1.091 1.118 -1.0 -2.4 0.7 -0.11
C 4.601 -2.811 -2.691 -2.6 0.9 -1.5 -0.43
Cl -6.694 1.525 1.958 0.2 -1.0 0.0 0.67
H 1.283 1.636 2.015 -0.3 -0.2 -0.4 0.13
C -1.452 2.994 0.586 0.4 0.7 2.1 -0.18
C -4.217 1.340 1.126 3.1 1.1 -2.6 -0.10
C 1.589 0.260 -0.199 2.0 -2.7 -1.9 0.02
H -0.882 2.220 2.389 1.1 1.0 -1.4 0.13
N -0.401 2.740 1.589 -2.4 0.2 2.4 -0.06
C 1.479 -0.694 -1.281 -3.6 2.6 2.5 -0.14
H -1.973 -0.323 -1.740 0.1 -0.3 -0.3 0.13
```
Forces are in eV/Å.